ORCA calculation (ωB97M-V/def2-TZVPD) on a 3-piece molecular cluster, C4H9NO3 overall at a distorted geometry.

```
17
Properties=species:S:1:pos:R:3:lowdin_charge:R:1
C 3.474 -1.834 0.072 -0.20
C 5.749 -1.062 0.809 -0.21
C -10.753 1.616 -0.240 -0.62
C 4.878 -1.460 -0.282 -0.12
N 4.270 1.089 -0.936 -0.35
O 3.031 1.321 -0.744 -0.23
O 4.956 2.096 -1.144 -0.20
O -11.523 0.736 -0.769 -0.43
H 3.106 -2.602 -0.698 0.08
H 3.030 -0.895 -0.089 0.02
H 3.192 -2.119 1.118 0.07
H 6.188 -0.112 0.517 0.07
H 5.188 -0.942 1.663 0.03
H 6.674 -1.570 0.981 0.06
H -9.920 1.132 0.355 0.02
H -11.273 2.370 0.458 0.02
H -10.267 2.235 -1.069 0.02
```

Results
Strongest force on any atom, hartree/bohr: 0.06416
Relative energy (zero: lowest compared OMol25 entry of this formula, charge and spin), kcal/mol: 0.0
Total charge: -2
Gap between HOMO and LUMO, eV: 5.6494
Lowest unoccupied orbital energy, eV: 5.101

ORCA calculation (ωB97M-V/def2-TZVPD) on a 2-piece molecular cluster, C9H9N3O2 overall at a distorted geometry.

```
23
Properties=species:S:1:pos:R:3:lowdin_charge:R:1
O 0.255 -0.510 -1.153 -0.03
C 1.358 -0.423 -0.758 -0.44
C 2.292 -1.459 -0.377 -0.02
C 3.449 -1.235 0.267 -0.10
N 3.811 0.044 0.191 0.11
C 3.070 1.268 -0.048 -0.46
O 3.621 2.350 0.075 0.08
N 1.810 0.972 -0.487 0.21
H 1.515 -2.407 0.049 0.20
H 4.167 -1.975 0.759 0.16
H 4.639 0.236 0.596 0.10
H 1.087 1.638 -0.899 0.20
C -2.539 -0.097 1.279 -0.08
C -3.777 0.463 0.977 -0.12
C -4.115 0.742 -0.370 -0.15
N -3.205 0.468 -1.365 0.06
C -1.981 -0.021 -0.969 -0.17
C -1.578 -0.292 0.268 -0.10
H -2.253 -0.673 2.285 0.14
H -4.622 0.636 1.703 0.11
H -5.095 1.315 -0.603 0.12
H -1.315 -0.311 -1.763 0.09
H -0.595 -0.728 0.343 0.09
```

Results
Strongest force on any atom, hartree/bohr: 0.13725
Relative energy (zero: lowest compared OMol25 entry of this formula, charge and spin), kcal/mol: 106.2
Gap between HOMO and LUMO, eV: 9.1669
Structure (SMILES): O=c1cc[nH]c(=O)[nH]1.c1ccncc1
Lowest unoccupied orbital energy, eV: 0.013

ORCA calculation (ωB97M-V/def2-TZVPD) on C7H13N as an isolated structure at a distorted geometry.

```
21
Properties=species:S:1:pos:R:3:lowdin_charge:R:1
C 1.121 1.958 0.395 -0.28
C 0.432 0.906 1.274 -0.16
C -0.301 -0.142 0.447 -0.28
C 0.078 -1.465 0.613 -0.21
C -0.799 -2.535 0.233 -0.06
C -1.734 -0.197 -1.674 0.01
C -1.213 0.356 -0.571 -0.16
N 2.037 1.429 -0.611 0.00
H 1.687 2.610 1.059 0.10
H 0.370 2.560 -0.104 0.10
H -0.371 1.351 1.845 0.11
H 1.087 0.346 1.930 0.10
H 1.088 -1.514 0.970 0.12
H -0.417 -3.519 0.438 0.07
H -0.081 -1.921 -0.593 0.15
H -1.807 -2.463 0.597 0.09
H -1.707 -1.277 -1.806 0.04
H -2.136 0.418 -2.466 0.05
H -1.564 1.369 -0.382 0.10
H 2.711 0.777 -0.256 0.06
H 1.521 0.952 -1.340 0.06
```

Results
Strongest force on any atom, hartree/bohr: 0.08785
Relative energy (zero: lowest compared OMol25 entry of this formula, charge and spin), kcal/mol: 106.1
Gap between HOMO and LUMO, eV: 7.8975
Lowest unoccupied orbital energy, eV: 0.601